[1]
DFT (the ωB97M-V functional and the def2-TZVPD basis) results for a molecular structure, C35H58AsOSSbSiZn at a distorted geometry.

Structure (XYZ):
```
99
Properties=species:S:1:pos:R:3:forces:R:3
Zn 0.2306 1.6061 0.0030 -0.032 -0.451 0.759
C 4.1772 2.5385 0.6522 -0.126 -1.160 0.065
C 4.2020 2.2210 -0.8548 -0.545 0.023 -1.351
C 3.7488 3.4803 -1.6698 -0.206 0.009 0.891
C 5.6079 1.7616 -1.2974 -0.290 0.276 0.393
Sb 2.5488 0.6943 -1.3670 -0.469 -0.431 -0.786
C 3.1583 -1.5849 -0.8221 0.809 3.199 -0.953
C 1.8588 -2.3098 -0.8961 -0.583 -1.070 -1.014
C 3.6567 -1.2920 0.5916 -0.281 -2.235 -0.088
C 4.2696 -2.0812 -1.7729 -1.580 -1.364 1.035
C 2.2079 0.7682 -3.7856 0.878 1.055 2.626
C 1.4297 2.0655 -3.9700 -0.774 0.432 0.990
C 1.3087 -0.3590 -4.2235 0.443 -1.076 1.637
C 3.6598 0.7444 -4.2773 -1.314 -0.459 -0.905
H 4.6764 3.4822 0.8940 0.183 -0.121 -0.178
H 4.6439 1.7029 1.2237 -0.051 0.661 -0.296
H 3.1623 2.6089 1.0503 -0.120 0.140 -0.183
H 4.4729 4.2917 -1.6045 0.601 -0.149 -0.089
H 2.8848 3.9579 -1.1957 -0.311 -0.384 -0.050
H 3.4982 3.3277 -2.7205 0.329 -0.210 0.204
H 6.2641 2.5313 -0.8669 0.311 -0.057 -0.511
H 5.7567 1.6677 -2.4062 -0.181 0.067 1.137
H 5.8845 0.8417 -0.7599 -0.052 0.036 -0.456
H 1.1575 -1.9192 -0.1768 -0.537 0.448 -0.056
H 1.9671 -3.3549 -0.5886 0.357 -0.236 0.014
H 1.3958 -2.3861 -1.9344 0.572 0.426 1.304
H 2.8329 -1.1729 1.2773 -0.490 0.507 0.119
H 4.3414 -0.4624 0.6782 0.400 -0.045 0.016
H 4.0806 -2.2610 0.9434 0.455 0.624 0.046
H 3.8614 -2.1868 -2.7805 0.370 0.280 -0.067
H 4.4757 -3.1250 -1.4348 0.122 0.436 -0.216
H 5.1892 -1.5330 -1.7003 0.318 0.450 -0.203
H 0.5342 2.1407 -3.3034 0.549 -0.510 -0.193
H 0.9592 2.0697 -4.9427 0.225 0.368 -0.722
H 1.9377 3.0079 -3.7213 0.165 -0.434 -0.647
H 0.3366 -0.1728 -3.6677 0.825 -0.755 -1.118
H 1.7469 -1.3839 -3.9720 -0.733 1.271 -0.215
H 1.2490 -0.3148 -5.3088 -0.541 0.033 -0.188
H 4.1802 1.6729 -4.1415 0.077 0.596 0.092
H 3.6165 0.5232 -5.3609 0.467 -0.047 0.271
H 4.2013 -0.0109 -3.7256 0.288 -0.399 -0.335
C -6.5978 -5.4245 -3.3645 -0.043 -1.543 -0.602
C -5.5917 -4.5010 -2.7805 -0.945 1.998 -0.050
O -5.6235 -3.2851 -2.9859 0.312 -2.118 0.226
S -4.5129 -5.3087 -1.6569 -0.729 -0.640 -0.131
C -3.8586 -3.8627 -1.0094 1.669 -0.807 -0.620
C -2.8954 -3.2615 -1.8780 -1.413 -0.775 0.990
C -2.1456 -2.2828 -1.3470 1.459 0.597 -0.619
C -2.3858 -1.8150 -0.0289 0.016 0.540 0.248
C -3.4964 -2.3035 0.7036 -0.548 0.545 0.243
C -4.1131 -3.4801 0.2827 -0.081 1.404 0.238
C -1.5118 -0.8897 0.4967 -2.508 -2.103 -1.600
C -0.6585 -0.0371 0.8229 1.470 2.098 0.653
H -7.5866 -4.9956 -3.2160 -0.026 0.033 -0.064
H -6.5570 -6.4376 -2.8481 -0.051 1.162 -0.904
H -6.4070 -5.5089 -4.4631 -0.266 -0.133 0.824
H -2.9398 -3.6446 -2.8917 0.663 0.369 -0.006
H -1.3494 -1.7414 -1.8853 -0.547 -0.452 0.032
H -3.8721 -1.6154 1.4943 0.417 -1.211 0.022
H -4.7678 -4.0503 0.9392 -0.204 0.277 -0.322
C 1.0827 0.7186 3.2285 -0.944 0.168 2.226
As -0.6456 -0.2037 2.7941 1.208 0.415 -0.399
C -2.2420 0.8347 3.3820 0.403 -0.907 1.674
C -0.6876 -2.0834 3.4508 -0.077 0.019 -0.330
C -1.3591 -2.2844 4.7747 -0.449 0.084 1.748
C -0.6986 -2.0042 5.9864 1.596 -0.085 -1.896
C -1.2297 -2.3312 7.1965 -0.711 -0.252 0.675
C -2.4560 -2.9738 7.2391 -0.818 -0.131 0.667
C -3.1779 -3.2962 6.0677 0.292 -0.081 1.677
C -2.6720 -2.8174 4.9056 1.157 0.841 -2.983
H 0.8671 1.7792 3.0236 0.301 -0.322 0.094
H 1.8996 0.3496 2.6128 -0.279 -0.155 -0.125
H 1.3000 0.5718 4.3147 0.199 0.401 -0.853
H -2.6838 0.5283 4.3662 0.724 0.066 -0.678
H -3.0285 0.6686 2.6630 0.075 0.111 -0.605
H -1.9376 1.8712 3.4806 -0.059 0.160 -0.297
H 0.3691 -2.4179 3.4379 -0.447 0.362 0.330
H -1.1699 -2.7021 2.6718 -0.044 0.645 0.096
H 0.3342 -1.6217 5.9383 -0.502 -0.048 0.019
H -0.6816 -2.1485 8.1196 -0.201 0.126 -0.208
H -2.8892 -3.0880 8.2389 0.064 -0.627 -0.462
H -4.0353 -3.9813 6.0615 0.032 0.856 0.231
H -3.2411 -2.7691 3.9637 0.064 -0.845 0.412
C -2.2202 5.7063 0.4556 0.732 -0.440 0.706
Si -1.4471 4.2764 -0.4805 0.975 1.539 -0.025
C -2.9274 3.1822 -0.8766 1.460 -1.899 0.022
C -0.7579 5.1587 -2.0737 1.454 -1.227 1.539
C -0.0639 3.4981 0.5750 -0.475 -0.165 -1.568
H -2.7806 6.3533 -0.1825 -0.835 0.242 -0.451
H -1.4686 6.3597 0.9096 0.059 -0.243 0.144
H -2.8259 5.2458 1.2411 -0.232 0.448 0.075
H -3.3183 2.7298 0.0647 0.176 0.204 -0.719
H -2.6466 2.3544 -1.5933 -0.227 0.499 0.888
H -3.6962 3.7000 -1.3890 -0.858 0.822 -0.271
H -1.5128 5.0894 -2.7898 -1.117 -0.276 -1.586
H 0.1819 4.6756 -2.4150 -0.597 0.112 -0.128
H -0.5298 6.2106 -1.9783 0.013 0.309 0.510
H -0.3895 3.4921 1.5941 -0.413 -0.233 0.845
H 0.8849 4.0186 0.5729 0.130 0.525 -0.328
```
Forces are in eV/Å.

The HOMO-LUMO gap (spin up / spin down) is 0.163 / 0.169 hartree. The LUMO energy (spin up / spin down) is 0.0103 / 0.0105 Ha. As for the spin multiplicity: 1. The largest force on an atom is 3.6 eV Å⁻¹.

Here are the Mulliken charges for atoms 1 to 8, given in e: atom 1 (Zn): -0.380, atom 2 (C): -1.427, atom 3 (C): 1.275, atom 4 (C): -1.375, atom 5 (C): -1.499, atom 6 (Sb): -0.384, atom 7 (C): 1.481, atom 8 (C): -1.122

[2]
DFT (the ωB97M-V functional and the def2-TZVPD basis) results for a molecular structure, C35H58CoF3N12 at a distorted geometry.

Structure (XYZ):
```
109
Properties=species:S:1:pos:R:3:forces:R:3
Co -0.4200 -0.9080 -0.2435 -0.271 -1.038 -0.159
C 4.2489 -2.0641 -3.1840 -0.043 0.051 -0.007
N 2.8513 -1.6827 -3.0504 -0.015 0.099 -0.040
C 2.1394 -1.4935 -4.3037 0.068 -0.192 0.056
C 2.3032 -1.3820 -1.8198 0.017 -0.055 0.046
N 1.1016 -1.7745 -1.4693 -0.008 0.651 0.286
C 0.4616 -2.8207 -2.2456 0.121 0.084 -0.140
C -0.3810 -3.6379 -1.3111 -0.084 -0.190 0.065
N -1.3625 -2.7569 -0.6571 0.062 0.435 0.005
C -1.7515 -3.2978 0.6514 -0.021 -0.014 -0.057
C -2.5951 -2.3074 1.4015 -0.027 0.144 0.247
N -1.9994 -0.9754 1.2978 0.552 0.167 -0.112
C -2.4726 -0.0341 2.0554 0.234 0.351 0.044
N -3.6269 -0.1500 2.7877 -0.326 -0.018 -0.016
C -3.7189 0.4807 4.1023 -0.079 -0.035 -0.189
C -4.8880 -0.6668 2.2554 0.226 0.164 0.092
N -1.8016 1.1898 2.1359 -0.278 -0.140 0.248
C -2.5944 2.4010 1.9823 0.127 -0.083 0.114
C -0.6109 1.3526 2.9551 -0.094 -0.053 -0.040
C -2.5323 -2.5224 -1.5441 0.068 -0.203 0.024
C -3.0050 -1.0882 -1.5348 0.027 0.161 0.056
N -1.8519 -0.2207 -1.6889 0.084 0.313 0.008
C -2.0152 0.8920 -2.3487 -0.080 -0.082 0.022
N -3.2672 1.3971 -2.6401 -0.187 0.101 0.000
C -3.6084 1.9271 -3.9506 -0.002 0.012 0.157
C -4.2568 1.5688 -1.5922 0.049 -0.021 -0.123
N -0.9748 1.6122 -2.8369 0.218 0.120 0.003
C 0.3581 1.0549 -2.9906 -0.247 0.148 -0.073
C -1.0470 3.0611 -2.9729 0.076 -0.120 0.081
N 3.1065 -0.6777 -0.9782 0.121 0.004 0.101
C 3.1824 -0.9514 0.4563 0.173 0.221 -0.338
C 4.0044 0.3592 -1.4782 -0.105 -0.171 0.053
H 4.3172 -3.0062 -3.7364 -0.024 0.049 0.005
H 4.6943 -2.2140 -2.2021 -0.048 0.022 -0.041
H 4.8317 -1.3118 -3.7269 -0.034 -0.010 0.046
H 2.6906 -0.7904 -4.9349 0.014 0.017 0.003
H 1.1530 -1.0808 -4.1278 0.092 -0.116 -0.065
H 2.0352 -2.4310 -4.8577 0.018 -0.011 0.021
H 1.1836 -3.4648 -2.7504 0.087 -0.022 -0.046
H -0.1883 -2.3897 -3.0174 0.033 -0.014 -0.060
H 0.2444 -4.0796 -0.5394 0.021 0.039 0.053
H -0.8744 -4.4503 -1.8509 -0.129 -0.080 0.020
H -0.8397 -3.4922 1.2003 0.206 -0.045 0.068
H -2.3037 -4.2343 0.5468 -0.038 -0.181 -0.087
H -2.6619 -2.6327 2.4437 -0.076 0.087 0.077
H -3.6062 -2.3241 1.0002 -0.108 -0.010 -0.046
H -2.7435 0.5300 4.5778 0.036 0.016 -0.049
H -4.3611 -0.1340 4.7312 0.001 -0.049 0.020
H -4.1487 1.4830 4.0612 -0.050 0.033 -0.009
H -4.8772 -0.6700 1.1683 0.053 -0.002 -0.034
H -5.6870 0.0072 2.5645 -0.037 0.035 0.023
H -5.1282 -1.6678 2.6167 0.024 -0.052 0.018
H -3.4795 2.2037 1.3771 0.031 -0.024 0.055
H -1.9880 3.1447 1.4596 0.017 -0.041 -0.014
H -2.9125 2.8417 2.9346 0.026 0.005 0.005
H 0.0005 0.4529 2.9370 -0.054 0.156 -0.039
H -0.8641 1.6061 3.9924 -0.070 -0.027 0.060
H -0.0034 2.1571 2.5475 -0.062 -0.024 0.078
H -3.3586 -3.1807 -1.2625 0.022 -0.155 0.019
H -2.2471 -2.7842 -2.5617 0.066 -0.009 -0.023
H -3.5241 -0.8810 -0.5935 0.006 0.002 -0.134
H -3.7303 -0.9584 -2.3412 -0.056 0.012 -0.054
H -2.8203 1.6955 -4.6642 -0.003 0.002 0.047
H -3.7638 3.0114 -3.9367 0.026 -0.017 0.008
H -4.5341 1.4635 -4.3003 -0.001 -0.016 0.007
H -3.8499 1.2270 -0.6414 0.006 0.028 -0.064
H -5.1763 1.0147 -1.8058 0.011 -0.016 0.015
H -4.5178 2.6276 -1.4893 0.007 -0.005 -0.012
H 0.3138 -0.0205 -2.8778 -0.154 0.098 0.066
H 1.0359 1.4377 -2.2271 0.010 0.022 0.074
H 0.7415 1.3167 -3.9820 -0.020 -0.009 0.003
H -1.9808 3.4447 -2.5692 0.046 -0.048 -0.014
H -0.9548 3.3688 -4.0168 -0.017 0.006 -0.029
H -0.2235 3.5125 -2.4138 -0.016 -0.041 -0.026
H 2.2139 -1.1610 0.8742 -0.214 -0.008 -0.016
H 3.5870 -0.0710 0.9517 -0.017 0.037 -0.015
H 3.8456 -1.8005 0.6545 0.029 0.046 -0.031
H 3.7740 0.5967 -2.5152 -0.013 -0.049 0.021
H 5.0572 0.0687 -1.4096 -0.015 -0.021 0.003
H 3.8596 1.2626 -0.8829 -0.040 0.002 0.012
N 0.4066 -2.0115 3.4364 0.160 -0.365 -0.097
C 1.3683 -2.8952 2.9875 -0.174 -0.030 -0.057
C 2.2104 -3.5648 3.8900 0.021 0.076 0.144
C 3.1109 -4.4791 3.3975 0.042 -0.039 0.094
C 3.1734 -4.7114 2.0233 0.059 -0.051 0.010
C 2.3095 -4.0039 1.2207 -0.223 0.155 -0.069
N 1.4098 -3.1139 1.6721 0.126 -0.326 0.240
H 0.5356 -1.5865 4.3365 0.000 0.036 0.036
H -0.0531 -1.4599 2.7314 -0.002 0.041 -0.102
H 2.1360 -3.3616 4.9544 0.010 -0.043 -0.134
H 3.7616 -5.0210 4.0762 -0.048 0.078 -0.058
H 3.8723 -5.4210 1.5991 -0.059 0.058 0.022
H 2.3367 -4.1362 0.1400 -0.028 0.019 0.095
F 3.5835 6.7683 3.3587 0.069 0.093 -0.081
C 3.8432 6.4967 2.0644 -0.063 -0.122 -0.083
F 3.4881 7.5706 1.3408 0.118 0.005 0.142
F 5.1783 6.3516 1.9560 -0.059 0.113 0.034
C 3.1235 5.2586 1.6185 0.005 -0.001 0.012
C 2.1904 5.3012 0.5984 -0.152 -0.072 -0.148
C 1.5221 4.1421 0.2244 -0.012 0.134 -0.034
C 1.7795 2.9280 0.8632 -0.117 -0.273 -0.095
C 2.7328 2.9058 1.8904 0.050 0.026 0.054
C 3.3985 4.0611 2.2637 -0.012 -0.190 0.051
C 1.0721 1.7263 0.4917 0.549 0.741 -0.001
C 0.4720 0.7077 0.2279 -0.234 -0.464 -0.360
H 1.9824 6.2381 0.0969 -0.008 -0.067 0.027
H 0.7809 4.1744 -0.5670 0.082 0.014 0.092
H 2.9357 1.9708 2.4004 0.003 0.049 -0.029
H 4.1324 4.0366 3.0615 -0.050 -0.019 -0.039
```
Forces are in eV/Å.

Its net charge is +1. The HOMO-LUMO gap (spin up / spin down) is 0.313 / 0.311 hartree. The LUMO energy (spin up / spin down) is -0.0572 / -0.0573 Ha. As for the spin multiplicity: 2. The largest force on an atom is 1.1 eV Å⁻¹. The expectation value of S² is 0.786.

Here are the Mulliken charges for atoms 1 to 8, given in e: atom 1 (Co): 1.289, atom 2 (C): -1.256, atom 3 (N): 0.651, atom 4 (C): -1.042, atom 5 (C): -1.424, atom 6 (N): 1.861, atom 7 (C): -0.997, atom 8 (C): -1.712

> What is the largest force on an atom in the second record?

1.1 eV Å⁻¹

> Which value of largest force on an atom does entry 2 give?

1.1 eV Å⁻¹

> Number 2 is which compound?

C35H58CoF3N12

> Which of these has the highest largest force on an atom?

C35H58AsOSSbSiZn